# 1
This record from the Open Molecules 2025 dataset describes a cluster of 2 separate species, C2H6NS in total. The level of theory is the ωB97M-V functional and the def2-TZVPD basis.

```
10
Properties=species:S:1:pos:R:3:forces:R:3
C 0.180657 1.748628 -0.514697 1.4369 -0.4626 -0.6352
C 1.148496 -0.047659 0.579496 0.9765 0.7260 -0.5234
N 0.934238 1.214660 0.617600 -1.6025 -0.6346 0.9884
H -0.880658 1.666516 -0.282253 0.0249 0.2504 0.1825
H 0.304597 1.114476 -1.412839 0.0607 0.2064 -0.0280
H 0.495014 2.771222 -0.743310 -0.2524 0.0324 0.0790
H 1.170680 -0.689468 1.458013 0.6329 0.4174 0.3049
H 1.495215 -0.539404 -0.336200 -0.8101 -0.1831 -0.2044
S -1.032113 -1.367278 -0.225534 -0.2901 -0.1512 -0.3314
H -1.803350 -2.394115 0.133424 -0.1768 -0.2012 0.1677
```
Positions in Å, forces in eV/Å.

Calculated values
Total charge = -1
Total energy = -532.7174 hartree
Strongest force on any atom = 1.99 eV Å⁻¹
HOMO level = -2.77 eV
M = 76.144 g mol⁻¹

Atom charges from the Mulliken analysis, given in e for atoms 1 to 5: -0.67, -0.44, -0.51, 0.24, 0.30

# 2
This record from the Open Molecules 2025 dataset describes a cluster of 2 separate species, C35H34BF3N2O2S in total. The level of theory is the ωB97M-V functional and the def2-TZVPD basis.

```
78
Properties=species:S:1:pos:R:3:forces:R:3
C -6.263917 -1.870477 2.057966 -0.2169 0.4096 -0.0960
N -4.973923 -2.447637 2.377582 0.4514 0.2405 -0.0183
C -4.989910 -3.761608 2.992639 0.2651 -0.3467 0.0824
C -3.812707 -1.783498 2.121267 -0.4560 -0.0226 -0.3119
C -3.811392 -0.402887 1.768938 -0.0062 0.1773 -0.0168
C -2.637287 0.244983 1.463657 -0.2775 -0.2046 -0.1981
C -1.392405 -0.449717 1.378807 0.0540 0.2275 -0.4713
C -0.233354 0.246933 0.956966 -0.3546 -0.4879 2.6339
C 1.070252 -0.336793 1.129021 0.7435 -0.6994 -0.4385
C 2.064353 0.254695 1.952259 -0.5532 0.1786 -0.6643
C 3.255818 -0.385301 2.207846 0.1292 -0.3584 0.1700
C 3.512410 -1.679701 1.674165 -0.2572 0.0985 -0.0930
N 4.597381 -2.408080 2.072793 0.3608 -0.0216 -0.0662
C 5.471963 -1.967830 3.146898 -0.0232 0.2434 0.0728
C 4.775465 -3.786949 1.657024 -0.1443 0.0053 -0.1487
C 2.582818 -2.209987 0.734707 0.1031 -0.0662 0.3118
C 1.377588 -1.576167 0.515500 -0.1006 0.2486 0.3937
C -1.400670 -1.815133 1.808860 -0.3461 -0.3446 0.0845
C -2.563368 -2.456044 2.180808 0.5807 0.0908 -0.0085
H -6.338049 -1.624124 0.986126 0.0458 -0.0636 0.3167
H -7.030149 -2.612041 2.307805 0.1245 0.3948 -0.1546
H -6.448810 -0.954831 2.639165 -0.0712 -0.2235 -0.1213
H -4.504093 -3.751260 3.982328 -0.1383 0.0084 -0.2914
H -6.037380 -4.055997 3.118356 0.4354 -0.0613 0.0310
H -4.482702 -4.513602 2.369137 -0.1956 0.1435 0.1391
H -4.754140 0.146716 1.728809 0.4007 -0.1610 0.1105
H -2.638661 1.320401 1.289622 -0.0559 -0.2748 -0.2503
H -0.302972 1.333423 0.916339 -0.0787 -0.2528 -0.1121
H 1.849468 1.220273 2.414459 0.1993 -0.1681 -0.2070
H 4.003463 0.095647 2.839744 -0.3546 -0.1538 -0.1129
H 4.951170 -1.927350 4.118802 0.0974 0.0286 -0.2282
H 6.288806 -2.695133 3.222452 -0.1795 0.3981 0.0770
H 5.898720 -0.976569 2.937913 -0.0674 -0.2708 0.0767
H 4.726998 -3.873140 0.565355 0.1014 -0.0859 0.2082
H 5.762736 -4.111853 2.000103 -0.3016 -0.0537 -0.2541
H 4.014338 -4.451011 2.096199 0.1045 0.0833 -0.1095
H 2.797191 -3.145464 0.218031 -0.1372 0.2669 0.2345
H 0.620024 -2.042178 -0.116248 0.3677 0.2501 -0.0858
H -0.464441 -2.368810 1.875262 -0.2751 0.1970 -0.0643
H -2.536962 -3.501014 2.488468 0.1217 0.3581 -0.0470
C 0.223151 2.571808 -6.944425 0.0279 -0.1529 -0.2432
C 0.045268 2.625458 -5.471655 -0.2165 0.5343 1.2176
C -0.324088 3.710886 -4.701376 0.2096 -0.7125 -0.1943
C -0.400864 3.426420 -3.292450 0.4347 -0.5352 -1.0804
C -0.071368 2.124754 -3.003673 -0.2004 0.1257 -0.1581
B -0.140644 1.410330 -1.519554 1.0757 2.2950 -2.8407
C 1.183190 2.096245 -0.862999 -1.6920 -1.0126 0.0067
C 2.420637 1.521647 -1.091406 1.1432 0.0590 0.2732
C 3.560220 2.055682 -0.485459 -0.4662 -0.2849 -0.3010
C 3.428805 3.193827 0.305546 0.4746 0.2795 0.2277
C 4.611544 3.664928 1.108406 0.0349 -0.0084 -0.0737
F 4.487199 4.954072 1.530161 0.2509 -0.8896 -0.1757
F 4.755424 2.886562 2.239053 0.1740 0.6293 -0.6204
F 5.784944 3.570183 0.415109 -0.6946 0.0914 0.6683
C 2.213246 3.851015 0.422713 -0.5924 -0.1543 -0.2002
C 1.076752 3.292396 -0.180817 0.7066 0.7062 0.6819
O -1.518102 1.844044 -1.124405 -0.3075 -0.6357 0.9541
C -2.288100 0.826475 -1.567535 -0.0137 -0.3467 0.3122
C -1.505917 -0.319338 -1.866061 -0.3606 0.0617 0.4066
C -2.096171 -1.567326 -2.024788 0.5132 0.6701 0.0204
C -3.487509 -1.620038 -1.976772 -0.5717 -0.2108 -0.0592
C -4.261847 -0.472728 -1.786245 -0.1964 -0.1702 -0.1076
C -3.676697 0.777263 -1.581599 0.7099 -0.0795 0.0317
O -0.182279 -0.050469 -1.737610 -0.5506 -0.6700 0.9705
S 0.299039 1.236223 -4.435534 -0.1312 0.9505 -0.2956
H 0.117630 3.573931 -7.369786 0.0225 -0.1343 0.0212
H 1.217360 2.186972 -7.198475 -0.1615 0.0606 -0.1120
H -0.529137 1.920126 -7.404516 0.1600 0.0857 -0.0616
H -0.535187 4.685290 -5.134384 0.0334 -0.1259 0.0083
H -0.668568 4.181108 -2.563480 -0.0165 -0.1693 0.0840
H 2.507817 0.644118 -1.736054 -0.0584 0.1481 0.2874
H 4.525748 1.570401 -0.603333 -0.1072 0.1333 0.0165
H 2.133055 4.773861 0.988333 0.0824 -0.1134 -0.0435
H 0.119985 3.815969 -0.111017 0.2009 -0.2655 0.0881
H -1.456721 -2.437351 -2.157380 -0.2604 0.0419 -0.0417
H -3.985766 -2.584033 -2.100193 0.1092 0.2865 -0.0065
H -5.349797 -0.547550 -1.783018 0.2445 -0.0686 -0.0485
H -4.235886 1.685962 -1.389274 -0.1050 -0.1458 0.0152
```
Positions in Å, forces in eV/Å.

Calculated values
Total energy = -2336.7566 hartree
Strongest force on any atom = 3.81 eV Å⁻¹
HOMO level = -6.78 eV
M = 614.542 g mol⁻¹

Atom charges from the Mulliken analysis, given in e for atoms 1 to 5: -0.84, 0.11, -0.92, 1.19, -0.40

# 3
This record from the Open Molecules 2025 dataset describes a structure of composition C37H40N5O5PS2SeTi. The level of theory is the ωB97M-V functional and the def2-TZVPD basis.

```
92
Properties=species:S:1:pos:R:3:forces:R:3
Ti -0.020072 -0.662296 0.075246 0.4012 -0.2893 -0.5611
O 1.747826 0.279854 0.921077 -0.1476 0.0370 -0.1778
C 0.818394 1.038738 0.592736 0.3002 -0.1045 0.0904
C 0.707579 2.489326 0.517479 -0.0286 -0.0727 0.0060
C 1.673675 3.457563 0.759620 0.0182 0.0566 0.0053
C 1.340242 4.785811 0.546815 0.0489 -0.0258 0.0179
C 0.067865 5.129955 0.098035 -0.0328 0.0592 -0.0214
C -0.897097 4.159157 -0.136978 -0.0057 -0.0503 0.0100
C -0.571995 2.828059 0.079355 -0.0391 0.1080 -0.0247
P -1.642666 1.346470 -0.084766 -0.1191 -0.0929 0.0074
C -2.757499 1.881439 -1.439343 -0.0038 0.0118 -0.0175
C -2.147242 2.140648 -2.670336 -0.0316 0.0103 -0.0348
C -2.902914 2.508048 -3.773095 0.0176 -0.0129 0.0325
C -4.284130 2.613926 -3.666222 0.0033 -0.0088 0.0048
C -4.898234 2.359728 -2.449556 0.0086 -0.0084 0.0139
C -4.140729 1.998965 -1.340987 0.0138 -0.0294 -0.0399
C -2.672445 1.458966 1.423556 -0.0786 0.0183 -0.0024
C -3.699170 0.526826 1.596859 0.0014 0.0443 0.0424
C -4.449453 0.507901 2.761784 0.0107 0.0016 -0.0190
C -4.174644 1.407504 3.782946 -0.0116 -0.0081 -0.0078
C -3.151210 2.327647 3.626433 0.0360 0.0152 -0.0255
C -2.406953 2.357698 2.453299 -0.0279 -0.0119 0.0395
H 2.661369 3.171683 1.097070 0.0038 -0.0128 -0.0025
H 2.072575 5.563435 0.721371 0.0039 -0.0036 0.0016
H -0.170559 6.172494 -0.071633 -0.0057 -0.0013 0.0041
H -1.884514 4.437584 -0.484951 -0.0014 -0.0050 -0.0024
H -1.070257 2.064778 -2.765000 0.0025 0.0043 0.0090
H -2.410767 2.713903 -4.715388 -0.0039 -0.0033 0.0008
H -4.876159 2.899320 -4.526510 -0.0023 0.0003 0.0043
H -5.973320 2.446815 -2.354769 0.0013 0.0038 -0.0042
H -4.637176 1.813857 -0.398685 -0.0020 0.0065 0.0300
H -3.918494 -0.187772 0.813081 -0.0026 -0.0064 -0.0029
H -5.245516 -0.217127 2.874353 0.0071 -0.0064 -0.0002
H -4.755047 1.387542 4.696398 0.0051 -0.0010 0.0019
H -2.923384 3.028787 4.419364 -0.0104 0.0008 -0.0015
H -1.612790 3.085670 2.353712 0.0109 -0.0063 -0.0067
S 0.471218 -0.103961 -2.315000 0.0746 0.0386 0.1957
C 1.394076 -1.405726 -1.724377 -0.3524 0.3420 0.5294
N 2.773449 -1.328508 -1.400660 0.0361 0.1143 0.0788
C 3.194601 -2.671642 -1.010197 0.0090 0.0053 -0.0458
C 2.358948 -3.531573 -1.956265 0.0378 0.0059 0.0312
N 1.140200 -2.741759 -2.107177 -0.2149 -0.0963 -0.0300
H 2.978487 -0.609029 -0.717384 -0.0378 -0.1356 -0.1303
H 2.942526 -2.900824 0.028274 0.0052 0.0029 0.0021
H 4.264995 -2.809072 -1.164194 0.0043 0.0120 -0.0177
H 2.154832 -4.516679 -1.536130 -0.0290 0.0352 0.0059
H 2.882288 -3.657171 -2.911729 -0.0314 0.0087 -0.0116
H 0.675538 -2.816872 -3.002269 0.1193 0.0289 0.0517
C 4.903931 -6.149395 -2.724745 0.0239 -0.0137 -0.0048
C 4.130613 -6.359215 -1.452852 0.0215 0.0053 0.0248
C 2.914561 -7.043342 -1.472904 0.0170 -0.0636 0.0350
C 2.175095 -7.215532 -0.316795 -0.0014 -0.0448 -0.0657
C 2.657704 -6.705545 0.880983 0.0294 -0.0089 0.0327
C 3.872883 -6.042075 0.931388 -0.0181 -0.0159 -0.0052
C 4.598844 -5.868713 -0.238783 -0.0186 0.0199 -0.0446
S 1.730810 -6.950793 2.362904 0.0087 0.0693 -0.0100
O 0.840995 -8.061327 2.181217 -0.0406 -0.0376 -0.0301
O 2.665788 -6.932074 3.452112 0.0010 0.0013 -0.0294
N 0.765252 -5.618683 2.408878 0.0864 0.0408 -0.0416
C 1.359816 -4.377590 2.929708 -0.0264 -0.0041 0.0061
C 0.297222 -3.303721 3.113308 -0.0643 0.0685 -0.0345
C 0.188437 -2.331852 1.960461 -0.0852 0.0121 -0.0287
O 0.740391 -2.579904 0.856123 0.0661 -0.0526 0.0776
O -0.488874 -1.277535 2.106852 -0.0031 0.1125 -0.0290
H 5.174694 -7.102975 -3.181182 -0.0066 0.0023 0.0035
H 5.819433 -5.588180 -2.543289 -0.0003 -0.0067 0.0034
H 4.308200 -5.594716 -3.452485 0.0022 -0.0181 0.0104
H 2.548512 -7.453204 -2.407717 0.0032 0.0192 -0.0018
H 1.243875 -7.766316 -0.324444 -0.0099 0.0066 0.0086
H 4.251796 -5.686793 1.880174 0.0013 0.0028 0.0008
H 5.547244 -5.346156 -0.204537 -0.0046 -0.0015 -0.0030
H -0.125027 -5.876698 2.817934 -0.0140 -0.0071 0.0520
H 2.084013 -4.030933 2.189414 0.0224 -0.0152 0.0602
H 1.883828 -4.564775 3.868407 -0.0418 -0.0460 0.0034
H 0.468866 -2.726666 4.021373 0.0475 0.0329 -0.0240
H -0.700888 -3.737426 3.229305 0.0051 -0.0414 0.0467
C -0.910394 -5.067981 -0.577075 0.0360 0.0984 -0.0595
N -1.378964 -4.374614 -1.769675 0.1106 -0.0169 -0.0195
C -1.185228 -4.810345 -3.061656 -0.0228 -0.0638 0.0849
C -1.642715 -3.841146 -3.882820 0.0025 0.0653 -0.0055
N -2.093177 -2.816449 -3.078189 0.0075 0.1788 -0.0121
C -2.717287 -1.581056 -3.533937 0.0783 0.0000 -0.0064
C -1.908955 -3.136740 -1.783523 -0.2130 -0.2386 0.0171
Se -2.420957 -2.130202 -0.309005 0.0834 0.0064 -0.0501
H -0.894333 -6.136817 -0.780156 0.0051 0.0103 0.0061
H -1.589918 -4.851374 0.242651 -0.0247 -0.0129 -0.0070
H 0.080349 -4.703650 -0.309588 0.0064 0.0060 0.0268
H -0.745203 -5.767516 -3.277109 -0.0058 0.0039 -0.0089
H -1.688955 -3.786047 -4.955351 -0.0062 -0.0067 0.0012
H -2.417880 -1.404052 -4.564339 -0.0076 -0.0080 0.0002
H -2.367619 -0.761065 -2.911253 -0.0038 -0.0109 -0.0174
H -3.801226 -1.658101 -3.463350 -0.0072 -0.0063 0.0082
```
Positions in Å, forces in eV/Å.

Calculated values
Total energy = -6472.6497 hartree
Strongest force on any atom = 0.75 eV Å⁻¹
HOMO level (alpha / beta) = -5.73 / -5.63 eV
M = 856.692 g mol⁻¹

Atom charges from the Mulliken analysis, given in e for atoms 1 to 5: 0.07, -0.77, 0.68, 0.25, -0.48

Energy relative to the best compared isomer or geometry (same formula, charge and spin)? In order: 141.1; 0.0; 76.4 kJ/mol.